Record 1
C45H59N4O3PS3Se2TeV | wB97M-V/def2-TZVPD

The multiplicity is 4. Its HOMO energy (spin up / spin down) is -0.0420 / -0.0442 hartree. Its expectation value of S² is 3.788. The charge is -2.

XYZ file:
```
119
Properties=species:S:1:pos:R:3:forces:R:3:mulliken_charge:R:1
V 0.87442 -0.77067 -0.16763 -0.8 0.0 0.8 -0.227
S -0.84120 -1.48307 -1.70394 0.2 0.3 -0.1 -0.512
C -2.02027 -0.23973 -1.41029 0.3 0.1 -0.2 -0.436
N -3.29423 -0.58426 -1.01375 -0.2 0.0 0.3 0.729
C -3.95988 0.36077 -0.13514 -0.1 0.1 0.0 -0.684
C -3.94612 1.72377 -0.77451 0.1 0.0 0.0 -0.878
N -2.58674 2.08253 -1.11402 -0.2 0.1 -0.1 0.190
C -2.32750 3.49945 -1.23158 0.0 0.3 0.0 -1.191
C -3.10356 4.13593 -2.35758 0.0 -0.1 0.0 0.474
C -2.85377 3.76550 -3.67843 0.0 0.0 0.0 -0.042
C -3.58579 4.32372 -4.71190 0.0 0.0 0.0 -0.803
C -4.57951 5.26035 -4.44759 0.0 0.0 0.0 -0.298
C -4.83454 5.63321 -3.13766 0.0 0.0 0.0 -0.675
C -4.09973 5.06812 -2.10210 0.0 0.1 0.0 -0.174
C -1.69751 1.15344 -1.57098 0.0 -0.3 0.0 -0.190
S -0.27246 1.62389 -2.32911 0.1 -0.2 -0.2 -0.207
C -3.69409 -1.95981 -0.80426 0.1 -0.2 0.0 -1.072
C -4.98681 -2.24793 -1.52175 -0.1 0.1 0.0 0.099
C -5.04916 -2.14877 -2.91102 0.0 0.0 0.0 -0.480
C -6.23447 -2.38256 -3.58327 -0.1 0.0 0.0 -0.613
C -7.38641 -2.71654 -2.87639 0.0 0.0 0.0 -0.338
C -7.33585 -2.81741 -1.49688 0.0 0.0 0.0 -0.678
C -6.13977 -2.58139 -0.82667 0.0 -0.1 0.0 -0.097
H -3.43297 0.38197 0.82935 -0.1 0.0 -0.1 0.069
H -4.98914 0.03331 0.02641 0.0 0.0 -0.1 0.550
H -4.33605 2.46365 -0.06959 0.0 0.0 0.0 0.448
H -4.58878 1.74079 -1.66694 0.0 0.0 0.0 0.314
H -1.25180 3.62649 -1.36805 -0.1 0.1 0.1 0.203
H -2.60035 3.97223 -0.28292 0.0 0.0 0.0 0.376
H -2.07612 3.03589 -3.87081 0.0 0.0 0.0 0.356
H -3.37933 4.02770 -5.73250 0.0 0.0 0.0 0.368
H -5.14991 5.69368 -5.25898 0.0 0.0 0.0 0.361
H -5.60740 6.35954 -2.91823 0.0 0.0 0.0 0.352
H -4.29866 5.35569 -1.07592 0.0 0.0 0.0 0.365
H -3.79073 -2.16193 0.26840 0.0 0.0 0.0 0.179
H -2.89663 -2.60761 -1.17407 -0.1 0.0 0.1 0.738
H -4.15365 -1.87656 -3.45455 0.1 0.0 0.0 0.462
H -6.26544 -2.30179 -4.66201 0.0 0.0 0.0 0.375
H -8.31563 -2.89214 -3.40244 0.0 0.0 0.0 0.354
H -8.22640 -3.07350 -0.93680 0.0 0.0 0.0 0.363
H -6.09680 -2.65926 0.25340 0.0 0.0 0.0 0.406
C 1.60253 -1.15743 -4.67491 -0.1 0.0 0.0 -1.021
C 2.57000 -0.16864 -4.07546 0.0 0.0 0.0 0.609
O 3.27273 -0.81886 -3.00099 0.1 -0.1 -0.2 -0.218
P 3.58831 -0.04486 -1.65808 -0.3 0.2 0.6 0.254
O 2.26551 0.28987 -0.92304 1.0 -0.4 -0.6 0.799
Te 5.35491 -1.20717 -0.59259 -0.2 0.1 -0.1 -0.550
O 4.10784 1.36384 -2.18348 0.0 0.2 -0.2 -0.375
C 3.80983 2.62206 -1.53308 0.1 -0.1 0.0 0.928
C 2.97266 3.47920 -2.44547 0.0 0.1 0.0 -0.981
H 1.04404 -0.67356 -5.47918 0.0 0.0 0.0 0.377
H 0.88613 -1.49305 -3.92340 0.1 0.1 0.0 -0.012
H 2.13158 -2.02208 -5.07869 0.0 0.0 0.0 0.360
H 2.04607 0.71194 -3.70660 -0.1 0.0 0.0 -0.315
H 3.32725 0.15445 -4.79535 0.0 0.0 0.0 0.264
H 4.78119 3.07948 -1.32770 0.0 0.0 0.0 0.339
H 3.28930 2.45913 -0.59109 -0.1 -0.1 0.0 -0.776
H 3.48763 3.66096 -3.39134 0.0 0.0 0.0 0.344
H 2.75918 4.42681 -1.95084 0.0 0.0 0.0 0.348
H 2.01127 3.00850 -2.63712 0.0 -0.1 0.0 -0.054
Se -1.18715 -1.00390 1.53547 0.3 -0.1 0.1 -0.315
C -1.24810 -1.55450 3.37599 -0.1 0.0 0.0 0.377
C -0.19295 -1.88204 4.22990 -0.1 0.0 -0.2 0.273
C -0.42422 -2.31024 5.52886 0.0 0.0 0.1 -0.532
C -1.71367 -2.42536 6.02938 0.1 0.0 0.1 -0.537
C -2.77238 -2.09705 5.19730 -0.2 0.0 -0.1 -0.670
C -2.54193 -1.67172 3.89892 0.0 0.0 0.0 -0.384
H 0.81321 -1.78861 3.86641 0.2 0.0 -0.1 0.005
H 0.42390 -2.55477 6.16022 0.0 0.0 0.0 0.364
H -1.88921 -2.76089 7.04509 0.0 0.0 0.0 0.334
H -3.79291 -2.17202 5.55860 0.0 0.0 0.0 0.364
H -3.37947 -1.41808 3.26054 0.0 0.0 0.0 0.275
C 1.46244 -6.11709 -0.73169 0.0 0.0 0.0 -1.797
C 2.47587 -5.05192 -1.16537 0.0 0.1 -0.1 2.013
C 2.66475 -5.10615 -2.68764 0.0 0.0 0.0 -1.658
C 3.82316 -5.30151 -0.47894 0.0 0.0 0.0 -1.465
C 1.97547 -3.71940 -0.79976 0.1 0.0 0.1 0.172
C 1.60078 -2.60854 -0.48178 0.1 -0.3 0.0 0.729
H 1.82044 -7.11182 -1.01178 0.0 0.0 0.0 0.422
H 0.49752 -5.94090 -1.20544 0.0 0.0 0.0 0.348
H 1.31469 -6.08685 0.34778 0.0 0.0 0.0 0.323
H 3.07697 -6.07523 -2.98321 0.0 0.0 0.0 0.428
H 3.34420 -4.31718 -3.00799 0.0 0.0 0.0 0.303
H 1.71213 -4.95667 -3.19568 0.0 0.0 0.0 0.332
H 4.18373 -6.30591 -0.71858 0.0 0.0 0.0 0.442
H 3.72366 -5.21342 0.60256 0.0 0.0 0.1 0.187
H 4.55789 -4.56470 -0.80193 0.0 0.0 0.0 0.230
C 4.80190 -1.82425 4.31090 0.0 0.0 0.0 -1.148
N 4.21848 -1.75303 2.98364 -0.1 0.0 0.0 0.391
C 3.45846 -2.93939 2.62906 0.0 0.0 -0.1 -0.633
C 3.75833 -0.53683 2.53700 -0.2 0.2 0.0 -0.174
S 2.11545 -0.28918 2.16388 0.0 -0.2 0.1 -0.410
N 4.63325 0.47668 2.57573 -0.1 0.1 -0.1 0.435
C 6.06587 0.26559 2.65999 0.0 -0.1 0.0 -1.322
C 4.27007 1.82165 2.14257 0.0 0.0 0.0 -0.763
H 4.05986 -2.21777 5.01532 0.0 0.0 0.0 0.294
H 5.10682 -0.84081 4.65623 0.0 0.0 0.0 0.437
H 5.67278 -2.48415 4.32213 0.0 0.0 0.0 0.266
H 4.13020 -3.79703 2.71224 0.0 0.0 0.0 0.471
H 3.10307 -2.86636 1.60156 0.0 0.0 0.1 -0.279
H 2.60037 -3.08871 3.29308 0.0 0.0 0.0 0.171
H 6.29022 -0.78678 2.51090 0.1 0.0 0.0 0.426
H 6.46551 0.59978 3.62164 0.0 0.0 0.1 0.326
H 6.53671 0.83523 1.86005 0.0 0.0 0.0 0.383
H 3.19494 1.93207 2.03237 0.0 0.0 0.0 -0.098
H 4.74106 2.00341 1.17307 0.0 0.0 0.0 0.224
H 4.64706 2.54593 2.86770 0.0 0.0 0.0 0.383
Se 0.73008 3.26557 0.58664 0.0 0.2 0.3 -0.429
C 0.28365 4.24998 2.15367 0.1 0.0 0.1 0.016
C -0.41254 5.46787 2.10413 0.0 0.0 -0.2 -0.300
C -0.70015 6.20247 3.24234 0.0 0.0 0.1 -0.621
C -0.31191 5.75101 4.49805 0.0 0.0 0.0 -0.371
C 0.35768 4.53463 4.57816 0.0 0.0 0.1 -0.636
C 0.64089 3.80439 3.43740 0.1 -0.2 -0.1 -0.169
H -0.72021 5.83498 1.13179 0.0 0.0 0.0 0.348
H -1.23639 7.14094 3.14826 0.0 0.0 0.0 0.329
H -0.52945 6.32700 5.38882 0.0 0.0 0.0 0.324
H 0.65873 4.14701 5.54481 0.0 0.0 0.0 0.360
H 1.14315 2.84725 3.52071 0.0 0.0 0.0 0.353
```
Forces are in eV/Å.

---

Record 2
C45H59N7O5SSc | wB97M-V/def2-TZVPD

Its HOMO energy is -0.3961 hartree. The charge is +1.

XYZ file:
```
118
Properties=species:S:1:pos:R:3:forces:R:3:mulliken_charge:R:1
Sc 0.03084 -0.83642 -0.31683 0.1 -0.2 -0.3 -1.362
C -1.77257 -4.72256 -0.71034 0.0 0.0 0.1 -1.246
C -1.73066 -4.21913 -2.14996 -0.1 -0.1 0.0 0.448
C -0.30789 -3.99605 -2.65668 0.1 0.0 0.0 -1.536
C -2.61545 -3.02510 -2.48469 0.0 0.0 0.0 0.581
C -3.35819 -3.15926 -3.65612 0.0 0.0 0.0 -1.156
C -4.17169 -2.14911 -4.12754 0.0 0.0 0.0 -1.443
C -4.25823 -0.97489 -3.40798 0.0 0.0 0.0 -0.664
C -3.54093 -0.78873 -2.22793 -0.1 0.0 -0.1 0.843
C -3.76952 0.49555 -1.45425 0.0 0.0 0.0 2.888
C -4.90694 0.29280 -0.44407 0.0 0.0 0.1 -1.468
C -4.10180 1.68617 -2.35984 0.0 0.0 0.0 -2.154
C -2.70562 -1.82015 -1.76153 0.1 -0.2 0.0 -0.856
N -1.93420 -1.61178 -0.55576 -0.2 0.1 0.1 2.343
C -2.51110 -1.98742 0.61149 -0.1 0.0 0.0 0.008
O -3.56611 -2.57407 0.77868 0.0 0.0 0.0 -0.729
C -1.69070 -1.64978 1.85776 -0.1 0.0 0.0 -1.065
C -1.93078 -2.33919 3.03689 0.0 0.1 0.0 -0.332
C -1.15064 -2.02937 4.13415 0.0 0.0 0.0 -1.264
C -0.21978 -1.00124 4.04858 0.0 0.0 0.0 -0.452
C -0.06108 -0.31956 2.85367 0.0 0.1 -0.1 -0.424
N -0.76646 -0.68620 1.76827 0.1 0.0 -0.1 2.402
C 0.74802 0.99562 2.95148 0.0 -0.1 -0.1 -0.121
O 0.90057 1.39404 4.08438 0.0 0.0 0.0 -0.600
N 1.08365 1.81570 1.87126 0.2 -0.1 0.3 1.376
C 0.76996 3.22336 2.13897 0.0 0.0 -0.1 -1.326
C -0.60644 3.52631 2.12366 -0.1 0.1 0.0 1.064
C -1.03342 4.79626 2.48602 0.0 0.0 0.0 -0.538
C -0.13062 5.78674 2.81987 0.0 -0.1 0.0 -1.478
C 1.21440 5.49192 2.79127 0.0 0.0 0.0 -0.461
C 1.69834 4.21984 2.48143 0.0 0.1 0.0 1.316
C 3.20220 4.06912 2.58924 0.0 -0.1 -0.1 1.215
C 3.69201 4.36168 4.00972 0.0 0.0 0.0 -1.694
C 3.92028 4.94388 1.56084 0.0 0.1 -0.1 -1.495
C -1.68364 2.52716 1.74881 0.0 -0.1 0.0 2.435
C -2.51003 2.09454 2.96341 0.0 0.0 0.0 -1.768
C -2.60138 3.08552 0.66555 -0.1 0.0 0.0 -0.731
H -1.28070 -5.69654 -0.65861 0.0 0.0 0.0 0.506
H -2.79640 -4.82943 -0.35700 0.0 0.0 0.0 0.435
H -1.25825 -4.05597 -0.02044 -0.1 -0.1 -0.2 -0.249
H -2.13785 -5.03642 -2.75102 0.0 0.0 0.0 0.695
H 0.15334 -3.13818 -2.17385 0.0 0.1 0.0 0.227
H -0.30925 -3.80018 -3.73080 0.0 0.0 0.0 0.509
H 0.32285 -4.86842 -2.46858 0.0 0.0 0.0 0.468
H -3.29009 -4.09066 -4.20552 0.0 0.0 0.0 0.429
H -4.73892 -2.27944 -5.03974 0.0 0.0 0.0 0.415
H -4.90988 -0.18928 -3.76256 0.0 0.0 0.0 0.366
H -2.85808 0.72801 -0.88866 0.0 0.0 0.0 -1.543
H -5.84124 0.11306 -0.98049 0.0 0.0 0.0 0.430
H -5.04908 1.18026 0.17666 0.0 0.0 0.0 0.413
H -4.72508 -0.56483 0.20267 0.0 0.0 0.0 0.229
H -5.10365 1.59576 -2.77993 0.0 0.0 0.0 0.622
H -3.41579 1.78720 -3.20525 0.0 0.0 0.0 0.458
H -4.08516 2.61659 -1.79657 0.0 0.1 0.1 0.185
H -2.70807 -3.08972 3.04979 0.0 0.0 0.0 0.652
H -1.28187 -2.55791 5.06934 0.0 0.0 0.0 0.477
H 0.35161 -0.68520 4.90759 0.0 0.0 0.0 0.666
H -2.09348 5.01098 2.50663 0.0 0.0 0.0 0.435
H -0.47145 6.77262 3.10661 0.0 0.0 0.0 0.405
H 1.92986 6.25948 3.05483 0.0 0.0 0.0 0.352
H 3.46809 3.05700 2.33629 -0.1 0.0 0.1 -0.177
H 3.63037 5.42430 4.25208 0.0 0.0 0.0 0.400
H 4.73733 4.06576 4.11681 0.0 0.0 0.0 0.396
H 3.10500 3.81806 4.75122 0.0 0.0 0.0 0.367
H 3.71881 6.00577 1.71178 0.0 0.0 0.0 0.331
H 3.61566 4.68817 0.54317 0.0 0.0 0.0 0.257
H 4.99970 4.79841 1.63283 0.0 0.0 0.0 0.435
H -1.20618 1.64312 1.32789 0.0 0.1 0.0 -1.701
H -3.12845 2.92024 3.32151 0.0 0.0 0.0 0.464
H -1.88183 1.77484 3.79592 0.0 0.0 0.0 0.332
H -3.18158 1.27456 2.69553 0.0 0.0 0.0 0.337
H -3.13007 3.97824 1.00039 0.0 0.0 0.0 0.456
H -3.35320 2.34282 0.40884 0.0 0.0 0.0 -0.371
H -2.04289 3.34569 -0.23686 0.0 0.0 0.0 0.232
C 3.73128 0.86368 2.05937 0.1 -0.2 0.0 -1.021
N 3.24909 1.46791 0.81559 0.1 0.3 0.2 0.056
C 4.01795 0.89883 -0.28655 0.0 0.0 0.0 -0.922
C 1.80652 1.30403 0.68462 -0.2 -0.1 -0.1 0.238
O 1.51711 -0.02318 0.53127 0.5 0.2 0.4 0.473
C 1.27745 2.05339 -0.55035 -0.1 0.1 0.0 -1.983
O -0.00319 1.45350 -0.89795 0.0 -0.2 0.0 1.479
C -0.31021 1.58128 -2.27321 0.0 0.1 0.0 -0.827
C 0.34751 0.42710 -3.02594 0.0 0.0 0.1 0.394
O 0.61910 -0.59834 -2.35448 -0.1 -0.1 -0.1 0.180
N 0.59363 0.51468 -4.31512 -0.1 0.0 0.0 0.382
C 0.28161 1.72128 -5.08469 0.0 -0.1 0.0 -0.894
C 1.17639 -0.61233 -5.04306 0.0 0.0 0.0 -0.878
H 4.81386 0.97647 2.09924 0.0 0.0 0.0 0.442
H 3.49955 -0.20832 2.11237 0.0 0.0 0.0 0.085
H 3.31217 1.35346 2.93542 0.0 -0.1 0.0 0.365
H 5.06792 1.14428 -0.13299 0.0 0.0 0.0 0.507
H 3.73761 1.31873 -1.24959 0.0 0.0 0.0 0.299
H 3.92319 -0.19350 -0.34387 0.0 0.0 0.0 0.149
H 1.95015 1.92281 -1.39486 0.0 0.0 0.0 0.424
H 1.12414 3.11600 -0.35739 0.0 0.0 0.0 0.062
H -0.01119 2.56016 -2.64895 0.0 0.0 0.0 1.003
H -1.39321 1.48056 -2.38204 0.0 0.0 0.0 -0.709
H 1.05059 2.48311 -4.95550 0.0 0.0 0.0 0.259
H -0.69153 2.12116 -4.80894 0.0 0.0 0.0 0.358
H 0.23991 1.44580 -6.13492 0.0 0.0 0.0 0.347
H 1.25273 -1.46728 -4.38090 0.0 0.0 0.0 0.146
H 2.16418 -0.33797 -5.41283 0.0 0.0 0.0 0.335
H 0.53353 -0.85858 -5.88658 0.0 0.0 0.0 0.370
N 3.86044 -6.82669 1.41796 0.0 -0.1 0.0 -0.340
C 3.64558 -6.30676 0.19961 -0.1 0.1 0.1 -0.239
S 4.17925 -6.95610 -1.20101 0.0 0.0 -0.1 -0.298
C 2.81216 -5.06249 0.20237 0.1 -0.1 -0.1 0.771
C 1.68642 -4.94721 1.00599 0.0 0.1 0.0 -1.323
C 0.91271 -3.80288 0.91662 0.1 0.0 0.1 -0.548
N 1.21043 -2.79564 0.09732 0.0 0.2 -0.1 1.245
C 2.32056 -2.89467 -0.65045 0.0 -0.1 0.0 -0.699
C 3.13502 -4.00444 -0.63982 0.0 0.1 0.0 -1.034
H 4.41139 -7.66632 1.49706 0.0 0.0 0.0 0.225
H 3.62852 -6.32235 2.25636 0.0 0.0 0.0 0.211
H 1.37621 -5.74696 1.66449 0.0 0.0 0.0 0.572
H 0.01824 -3.69652 1.51780 0.1 0.0 0.0 0.420
H 2.54765 -2.05004 -1.29012 0.0 0.0 0.0 0.533
H 3.99904 -4.06458 -1.28578 0.0 0.0 0.0 0.489
```
Forces are in eV/Å.

---

Calculated energy relative to the best compared isomer or geometry (same formula, charge and spin) in order - 19.8 26.9 kcal/mol